Here is a structure of composition C40H40BaN9O6Se from OMol25. Energies are from the ωB97M-V functional and the def2-TZVPD basis.

Its HOMO-LUMO gap is 5.540 eV. As for the charge: -1. The calculation puts the highest occupied orbital energy at -3.93 eV. The LUMO energy is 1.61 eV. As for the calculated total energy: -133869.7652 eV.

```
97
C40H40BaN9O6Se the ωB97M-V functional and the def2-TZVPD basis
Ba 0.36510 0.07304 0.56009
C 4.03141 -0.13691 2.06699
N 3.56683 -0.20331 0.69477
C 4.24049 -1.28298 -0.01866
C 3.61517 1.01925 -0.04221
C 4.35098 2.11456 0.39716
C 4.38942 3.30450 -0.32024
C 3.67945 3.39476 -1.50868
C 2.93671 2.31730 -1.95930
C 2.86807 1.10267 -1.25245
N 2.01079 0.07932 -1.58854
C 1.76884 -0.24309 -2.88594
C 2.72278 -0.12129 -3.92612
C 2.46741 -0.56292 -5.20924
C 1.24716 -1.14499 -5.53754
C 0.28822 -1.26150 -4.53968
C 0.52608 -0.82543 -3.24608
N -0.51407 -0.91207 -2.23991
C -1.04909 -2.25602 -2.07315
C -1.59297 0.03619 -2.50562
H 5.12034 0.01849 2.14169
H 3.79165 -1.07953 2.56069
H 3.51576 0.66070 2.59894
H 5.31968 -1.08163 -0.10945
H 3.81002 -1.38981 -1.01269
H 4.11334 -2.21657 0.53095
H 4.90765 2.04403 1.32219
H 4.96462 4.14331 0.05117
H 3.68124 4.31692 -2.07827
H 2.34829 2.41001 -2.86414
H 3.68387 0.31801 -3.68750
H 3.23582 -0.45943 -5.96775
H 1.04400 -1.48950 -6.54322
H -0.67920 -1.69223 -4.77825
H -1.67559 -2.58213 -2.91901
H -1.66710 -2.28710 -1.17007
H -0.23389 -2.96971 -1.96302
H -2.13554 -0.20641 -3.43272
H -1.18171 1.04131 -2.58736
H -2.29857 0.02597 -1.67129
O 1.29851 -2.39749 4.63522
C 1.15541 -1.94783 3.50742
N 0.86249 -0.68285 3.11687
C 0.48230 0.22606 4.05876
O 0.03079 0.03933 5.17615
C 0.63421 1.68864 3.61262
C 0.21781 2.68499 4.48849
C 0.39936 4.00728 4.12843
C 0.98791 4.30054 2.90678
C 1.35936 3.25005 2.08646
N 1.18796 1.97300 2.43137
C 1.45666 -2.92297 2.35412
C 1.88793 -4.20227 2.69778
C 2.22404 -5.09397 1.69676
C 2.13581 -4.68265 0.37287
C 1.69499 -3.39549 0.12121
N 1.34801 -2.54022 1.08133
H -0.22935 2.38689 5.42555
H 0.08325 4.80445 4.79031
H 1.14619 5.32132 2.58609
H 1.80419 3.42540 1.11247
H 1.94752 -4.44809 3.74807
H 2.55998 -6.09438 1.94204
H 2.41151 -5.33409 -0.44590
H 1.63290 -3.01600 -0.89447
O -0.88721 2.43377 -0.31574
C -1.97730 2.06591 0.17285
O -2.19967 0.95168 0.71486
C -3.14208 3.03899 0.10809
C -4.34189 2.73605 0.73950
C -5.41170 3.62063 0.69282
C -5.29213 4.81929 0.00951
C -4.08578 5.10257 -0.61005
C -3.00613 4.24049 -0.57356
N -3.95438 6.38162 -1.33253
O -2.91335 6.59976 -1.91609
O -4.94073 7.09283 -1.40788
H -4.40627 1.79748 1.27463
H -6.34111 3.38080 1.19283
H -6.10305 5.52941 -0.04682
H -2.06964 4.48118 -1.05473
C -4.46158 -1.21064 0.26364
N -3.89219 -2.52560 0.03041
C -4.16470 -3.33660 -1.05263
C -3.38199 -4.42750 -0.94146
N -2.63804 -4.27639 0.21283
C -1.59592 -5.17451 0.66937
C -2.95341 -3.10526 0.82530
Se -2.19321 -2.39856 2.33399
H -5.51628 -1.22704 -0.00766
H -3.92895 -0.45075 -0.30737
H -4.33978 -0.97687 1.31883
H -4.87620 -3.05860 -1.80910
H -3.27817 -5.28624 -1.57965
H -1.87103 -6.19693 0.41501
H -1.50020 -5.06565 1.74749
H -0.63910 -4.92076 0.20996
```

Atomic partial charges in e from the Löwdin method, atoms 1 to 5:
1 Ba 1.87
2 C -0.10
3 N -0.22
4 C -0.08
5 C -0.23